(1)
# C23H10Br2Cl2IN2O5RuS4

A structure of composition C23H10Br2Cl2IN2O5RuS4 (the ωB97M-V functional and the def2-TZVPD basis, OMol25).

The geometry in ORCA input format:
```
! RIJCOSX wB97M-V def2-TZVPD def2/J DEFGRID3
* xyz -2 2
Ru 0.5039 -0.3576 1.1689
Br -2.0949 3.6907 -2.4921
C -0.5396 2.6111 -2.6724
C -0.0238 2.3901 -3.9390
C 1.1197 1.6543 -4.0939
Br 1.8357 1.4480 -5.8550
C 1.7525 1.0487 -2.9815
C 2.9299 0.2814 -3.0880
C 3.4656 -0.2926 -1.9772
C 2.7847 -0.1789 -0.7600
N 1.6748 0.5190 -0.6137
C 1.1838 1.2133 -1.6883
C 0.0737 2.1629 -1.4685
O -0.2559 2.5432 -0.3382
H -0.5183 2.8193 -4.8004
H 3.3923 0.1563 -4.0578
H 4.3672 -0.8878 -2.0225
H 3.1316 -0.7216 0.1072
O 2.0888 -4.6431 6.2558
C 1.8138 -3.8547 5.3784
S 0.1999 -3.6705 4.6892
C 0.5905 -2.3817 3.5639
C 1.8680 -1.9594 3.5299
S 2.4495 -0.6821 2.5115
S 2.9769 -2.7567 4.6342
S -0.6775 -1.7006 2.5752
Cl -5.3896 3.2318 1.2486
C -3.7753 2.6216 1.5518
C -3.0381 3.1582 2.5656
C -1.7384 2.7001 2.8263
I -0.6131 3.5874 4.3343
C -1.1492 1.6940 2.0753
O 0.0605 1.2762 2.2393
C -1.9659 1.1159 1.0408
N -1.3681 0.1265 0.3179
C -1.9909 -0.3909 -0.7145
C -3.2767 0.0408 -1.0916
C -3.9092 1.0075 -0.3681
C -3.2547 1.5832 0.7421
H -3.4569 3.9524 3.1687
H -1.4445 -1.1402 -1.2732
H -3.7399 -0.3988 -1.9644
H -4.8938 1.3594 -0.6450
Cl 3.1350 -3.9861 -1.5730
C 1.3860 -4.0291 -1.1548
C 0.8346 -2.6102 -0.9645
O 1.0521 -2.1552 0.2006
O 0.2569 -2.0796 -1.9124
H 1.3036 -4.5973 -0.2333
H 0.8828 -4.5185 -1.9820
*
```

expectation value of S²: 0.7579
DFT total energy: -9422.19432 Ha
energy above the lowest of the compared OMol25 structures with the same formula, charge and spin: 0.059 eV
Kohn-Sham gap (alpha / beta): 5.74 / 5.85 eV
highest occupied orbital energy (alpha / beta): -1.86 / -1.98 eV
F_max: 0.185 eV/Å

Atomic partial charges in e from the natural (NBO) method, atoms 1 to 6: number 1, Ru, carries 0.74; number 2, Br, carries -0.01; number 3, C, carries -0.26; number 4, C, carries -0.21; number 5, C, carries -0.16; number 6, Br, carries -0.03


(2)
# C10H18F6N2O6S2

A structure of composition C10H18F6N2O6S2 (the ωB97M-V functional and the def2-TZVPD basis, OMol25).

The geometry in ORCA input format:
```
! RIJCOSX wB97M-V def2-TZVPD def2/J DEFGRID3
* xyz 0 1
C 4.8105 -0.8946 -1.7505
C 4.3769 0.5387 -1.5059
O 3.1356 0.7553 -2.1901
C 2.6627 2.0808 -2.1514
C 1.1264 2.0755 -1.9363
N 0.5778 0.6954 -1.9042
C -0.7934 0.5785 -1.3067
C -0.9076 -0.8607 -0.8555
O -0.3092 -1.7530 -1.8003
C -0.2381 -1.3101 -3.1325
C 0.4802 0.0599 -3.2603
H 5.4583 -0.9792 -2.6237
H 5.3535 -1.2824 -0.8871
H 3.9363 -1.5273 -1.9174
H 5.1183 1.2543 -1.8807
H 4.2381 0.7483 -0.4381
H 2.9153 2.6086 -3.0759
H 3.1331 2.6191 -1.3214
H 0.8790 2.5415 -0.9818
H 0.5828 2.6046 -2.7202
H 1.2065 0.1148 -1.3429
H -1.4961 0.8632 -2.0924
H -0.9114 1.2429 -0.4498
H -0.3475 -0.9811 0.0751
H -1.9361 -1.1093 -0.6110
H 0.3356 -2.0704 -3.6621
H -1.2291 -1.2565 -3.6014
H 1.4799 -0.0107 -3.6828
H -0.1179 0.7536 -3.8564
C -4.6145 -1.1059 1.9803
F -5.0778 -0.7860 0.7599
F -5.6272 -1.1001 2.8324
F -4.1073 -2.3351 1.9140
S -3.3262 0.1354 2.4296
O -4.0006 1.3986 2.4502
O -2.3056 -0.0360 1.4163
N -2.9210 -0.4676 3.8092
S -1.7189 0.1195 4.6629
O -1.9766 1.4059 5.2353
O -0.4314 -0.1173 4.0705
C -1.8438 -1.0839 6.0579
F -1.6623 -2.3335 5.6383
F -3.0219 -1.0035 6.6655
F -0.8854 -0.7901 6.9415
*
```

DFT total energy: -2348.25750 Ha
energy above the lowest of the compared OMol25 structures with the same formula, charge and spin: 0.983 eV
Kohn-Sham gap: 8.25 eV
highest occupied orbital energy: -8.63 eV
F_max: 0.389 eV/Å

Atomic partial charges in e from the natural (NBO) method, atoms 1 to 6: number 1, C, carries -0.63; number 2, C, carries -0.06; number 3, O, carries -0.57; number 4, C, carries -0.08; number 5, C, carries -0.23; number 6, N, carries -0.35


(3)
# C2H5N2O2

A cluster of 2 separate species, C2H5N2O2 in total (the ωB97M-V functional and the def2-TZVPD basis, OMol25).

The geometry in ORCA input format:
```
! RIJCOSX wB97M-V def2-TZVPD def2/J DEFGRID3
* xyz -1 1
C 1.6755 -0.6367 -0.0157
C 0.8640 0.6915 0.1249
N -1.3279 -0.1243 0.6664
N -2.2200 0.2373 -0.1097
O -2.3100 1.1062 -1.0254
O -3.2560 -0.4476 0.2148
H 2.6370 -0.3449 -0.3359
H 1.6550 -1.1789 0.9468
H 1.3067 -1.3650 -0.7668
H 0.4610 1.0895 -0.7782
H 0.5147 0.9730 1.0788
*
```

DFT total energy: -338.99568 Ha
energy above the lowest of the compared OMol25 structures with the same formula, charge and spin: 7.618 eV
Kohn-Sham gap (alpha / beta): 7.75 / 7.78 eV
highest occupied orbital energy (alpha / beta): -3.65 / -3.52 eV
F_max: 2.743 eV/Å

Atomic partial charges in e from the natural (NBO) method, atoms 1 to 6: number 1, C, carries -0.67; number 2, C, carries -0.34; number 3, N, carries -0.27; number 4, N, carries 0.47; number 5, O, carries -0.59; number 6, O, carries -0.58


(4)
# C13H33N7O16S

A structure of composition C13H33N7O16S (the ωB97M-V functional and the def2-TZVPD basis, OMol25).

The geometry in ORCA input format:
```
! RIJCOSX wB97M-V def2-TZVPD def2/J DEFGRID3
* xyz 0 1
C 1.2565 -2.1572 -4.2278
N 1.1898 -1.2737 -3.0125
O 2.1269 -0.5247 -2.8364
O 0.1762 -1.3010 -2.3373
H 2.0972 -2.8366 -4.1400
H 1.3232 -1.4390 -5.0386
H 0.3295 -2.7211 -4.2481
C -2.5074 -3.1550 -0.2069
N -2.8289 -3.9273 -1.4504
O -2.5638 -3.4034 -2.5163
O -3.3154 -5.0323 -1.3241
H -1.5474 -3.5047 0.1487
H -3.3349 -3.2999 0.4763
H -2.4645 -2.1208 -0.5346
C -0.7197 1.8810 -3.8577
N -0.1876 3.1425 -3.2684
O -0.5035 3.4165 -2.1302
O 0.4917 3.8277 -4.0012
H 0.0509 1.4258 -4.4767
H -1.5341 2.1418 -4.5267
H -0.9678 1.1966 -3.0558
C 6.0454 1.8923 0.3809
N 7.3023 1.9990 1.1614
O 8.2239 2.6049 0.6535
O 7.3340 1.4630 2.2507
H 6.3285 1.8745 -0.6670
H 5.4375 2.7811 0.5346
H 5.4846 1.0267 0.7064
C -4.1431 -0.9945 2.9565
N -2.7346 -0.7223 2.5349
O -1.9815 -1.6597 2.3562
O -2.4260 0.4361 2.3583
H -4.5324 -0.0886 3.4001
H -4.1690 -1.8548 3.6144
H -4.6132 -1.2316 2.0010
C -0.0884 1.1460 0.1078
C 0.4887 -0.1574 0.6492
O 1.3421 0.2318 1.7372
S 1.7292 1.7962 1.5956
O 3.1409 1.9284 1.5147
O 0.9747 2.5426 2.5446
O 1.0964 1.9647 0.1437
H -0.8396 1.5466 0.7881
H -0.4649 1.0721 -0.9029
H 1.0567 -0.6608 -0.1358
H -0.2324 -0.8577 1.0617
C -3.9078 2.5222 0.7841
O -5.0186 2.0491 0.6030
N -3.6327 3.5286 1.6370
C -2.2832 3.9623 1.9081
C -4.6905 4.0557 2.4568
H -3.0416 2.1422 0.2229
H -1.8289 3.3865 2.7206
H -2.2089 5.0391 2.0281
H -1.6208 3.7275 1.0657
H -4.5167 5.1169 2.6452
H -5.6723 3.8937 2.0236
H -4.7616 3.6149 3.4628
C 1.6942 -4.0676 -1.1401
O 2.4572 -4.2933 -2.0633
N 2.0584 -3.3789 -0.0403
C 1.4340 -3.5231 1.2564
C 3.4178 -2.8608 0.0001
H 0.6410 -4.3895 -1.1582
H 1.8681 -4.2807 1.9144
H 0.4059 -3.8538 1.0834
H 1.4213 -2.5695 1.7794
H 4.1162 -3.6981 -0.1210
H 3.6563 -2.1505 -0.7910
H 3.6865 -2.3866 0.9414
*
```

DFT total energy: -2499.95614 Ha
energy above the lowest of the compared OMol25 structures with the same formula, charge and spin: 0.000 eV
Kohn-Sham gap: 8.88 eV
highest occupied orbital energy: -9.51 eV
F_max: 1.334 eV/Å

Atomic partial charges in e from the natural (NBO) method, atoms 1 to 6: number 1, C, carries -0.48; number 2, N, carries 0.54; number 3, O, carries -0.37; number 4, O, carries -0.41; number 5, H, carries 0.27; number 6, H, carries 0.23


(5)
# C5H9NO

An isolated molecule of C5H9NO (the ωB97M-V functional and the def2-TZVPD basis, OMol25).

The geometry in ORCA input format:
```
! RIJCOSX wB97M-V def2-TZVPD def2/J DEFGRID3
* xyz 0 1
C 1.9265 0.7455 -0.1847
O 0.8840 0.0231 -0.8153
C -0.3382 -0.0432 -0.1124
C -1.4024 -0.4938 -1.1169
C -0.2420 -1.0168 1.0704
C -0.7405 1.2998 0.4064
N -1.1150 2.3062 0.8366
H 1.8701 1.8146 -0.4240
H 1.9102 0.6338 0.9052
H 2.8658 0.3366 -0.5600
H -1.2683 -1.5548 -1.3454
H -1.3047 0.0806 -2.0410
H -2.4041 -0.3415 -0.7051
H -1.0732 -0.8768 1.7649
H 0.6885 -0.8690 1.6238
H -0.2567 -2.0443 0.6975
*
```

SMILES string: COC(C)(C)C#N
DFT total energy: -325.88295 Ha
energy above the lowest of the compared OMol25 structures with the same formula, charge and spin: 1.486 eV
Kohn-Sham gap: 11.42 eV
highest occupied orbital energy: -10.53 eV
F_max: 1.105 eV/Å

Atomic partial charges in e from the natural (NBO) method, atoms 1 to 6: number 1, C, carries -0.26; number 2, O, carries -0.52; number 3, C, carries 0.16; number 4, C, carries -0.60; number 5, C, carries -0.62; number 6, C, carries 0.25


Among the records above, which one has the highest F_max? C2H5N2O2